[1]
Computed, not measured: 10 unconnected molecules or ions with the total composition C38H73Cl17N3O3 at a distorted geometry, with the ωB97M-V functional and the def2-TZVPD basis.

LUMO level (alpha / beta) in eV: 0.18 / 0.17
Expectation value of S²: 3.762
Gap between HOMO and LUMO (alpha / beta) in hartree: 0.307 / 0.346
Multiplicity: 4
DFT total energy in eV: -264078.46815

CARTESIAN COORDINATES (ANGSTROEM)
C (6.642, -0.756, -5.251)
C (6.501, 0.500, -4.357)
C (6.064, 1.571, -5.358)
C (4.613, 1.427, -5.741)
C (3.762, 1.532, -4.472)
C (4.114, 0.439, -3.385)
N (5.563, 0.297, -3.259)
O (5.976, -0.597, -2.411)
C (3.554, 1.074, -2.110)
C (3.348, -0.858, -3.733)
C (7.862, 0.992, -3.848)
H (5.717, -1.092, -5.722)
H (6.829, -1.584, -4.561)
H (7.404, -0.636, -6.017)
H (6.047, 2.583, -4.934)
H (6.761, 1.546, -6.193)
H (4.413, 0.427, -6.135)
H (4.221, 2.170, -6.436)
H (2.762, 1.281, -4.831)
H (3.800, 2.535, -4.046)
H (2.500, 1.331, -2.133)
H (3.654, 0.364, -1.280)
H (4.126, 1.925, -1.737)
H (3.589, -1.535, -2.909)
H (2.281, -0.655, -3.765)
H (3.744, -1.363, -4.613)
H (8.427, 0.197, -3.360)
H (7.577, 1.721, -3.086)
H (8.555, 1.479, -4.532)
C (0.495, 4.286, 2.905)
C (-0.363, 3.553, 3.969)
C (-0.021, 2.060, 3.797)
C (-0.465, 1.129, 4.914)
C (0.236, 1.619, 6.174)
C (0.035, 3.098, 6.515)
N (0.100, 3.975, 5.304)
O (-0.240, 5.203, 5.584)
C (-1.296, 3.236, 7.269)
C (1.119, 3.501, 7.513)
C (-1.880, 3.744, 3.679)
H (1.538, 4.110, 3.176)
H (0.399, 5.362, 3.067)
H (0.233, 4.013, 1.887)
H (-0.579, 1.689, 2.937)
H (1.049, 1.964, 3.614)
H (-0.309, 0.072, 4.707)
H (-1.539, 1.307, 5.036)
H (1.313, 1.427, 6.114)
H (-0.063, 0.956, 6.991)
H (-1.696, 4.188, 7.623)
H (-2.139, 3.023, 6.596)
H (-1.373, 2.518, 8.084)
H (0.992, 4.566, 7.699)
H (1.056, 2.927, 8.435)
H (2.069, 3.265, 7.030)
H (-2.419, 2.812, 3.832)
H (-1.887, 3.986, 2.612)
H (-2.328, 4.658, 4.066)
C (-0.225, 0.935, -1.765)
C (-0.869, 0.679, -0.419)
C (-2.154, -0.161, -0.531)
C (-1.973, -1.650, -0.726)
C (-1.122, -2.214, 0.398)
C (0.174, -1.436, 0.680)
N (-0.012, 0.027, 0.619)
O (1.059, 0.655, 0.974)
C (0.571, -1.938, 2.068)
C (1.193, -1.963, -0.386)
C (-1.357, 2.008, 0.163)
H (-0.884, 1.466, -2.452)
H (0.075, 0.004, -2.251)
H (0.668, 1.555, -1.708)
H (-2.615, -0.019, 0.451)
H (-2.816, 0.135, -1.349)
H (-1.588, -1.914, -1.715)
H (-2.945, -2.133, -0.593)
H (-1.118, -3.289, 0.193)
H (-1.860, -2.252, 1.207)
H (1.594, -1.788, 2.418)
H (-0.194, -1.571, 2.752)
H (0.567, -3.030, 2.059)
H (0.916, -1.606, -1.377)
H (2.139, -1.480, -0.140)
H (1.237, -3.047, -0.342)
H (-1.590, 1.898, 1.220)
H (-2.292, 2.328, -0.301)
H (-0.628, 2.794, -0.037)
Cl (-0.603, 1.480, -5.415)
C (-1.044, 3.057, -6.154)
C (-0.555, 4.220, -5.287)
Cl (-1.055, 4.096, -3.566)
H (-2.121, 2.973, -6.260)
H (-0.466, 3.119, -7.073)
H (-0.913, 5.172, -5.672)
H (0.530, 4.195, -5.368)
Cl (-4.821, 0.050, 2.341)
C (-5.899, -0.393, 3.718)
C (-6.680, -1.631, 3.440)
Cl (-7.870, -1.283, 2.141)
H (-6.501, 0.474, 3.992)
H (-5.269, -0.425, 4.609)
H (-7.322, -1.923, 4.268)
H (-6.051, -2.456, 3.118)
Cl (-3.850, -4.735, -0.513)
C (-4.538, -5.993, 0.532)
C (-5.792, -6.625, -0.093)
Cl (-6.599, -7.602, 1.133)
H (-4.855, -5.542, 1.469)
H (-3.794, -6.766, 0.705)
H (-5.599, -7.197, -0.998)
H (-6.456, -5.824, -0.418)
Cl (0.134, -3.830, -3.440)
C (-1.125, -3.068, -4.381)
C (-1.733, -4.004, -5.415)
Cl (-2.815, -3.075, -6.500)
H (-0.827, -2.211, -4.990)
H (-1.978, -2.667, -3.831)
H (-2.326, -4.767, -4.913)
H (-1.010, -4.486, -6.069)
C (4.683, -0.165, 2.249)
Cl (6.261, -0.278, 3.116)
Cl (3.624, 0.489, 3.518)
Cl (4.126, -1.755, 1.720)
H (4.794, 0.553, 1.445)
C (-2.207, -4.428, 4.424)
Cl (-0.469, -4.179, 4.378)
Cl (-2.551, -6.124, 4.025)
Cl (-3.154, -3.316, 3.376)
H (-2.488, -4.280, 5.459)
C (-5.780, -1.222, -1.704)
Cl (-4.905, -2.103, -3.003)
Cl (-7.067, -2.209, -1.023)
Cl (-6.411, 0.310, -2.205)
H (-5.049, -1.183, -0.903)

***

[2]
Computed, not measured: 4 unconnected molecules or ions with the total composition C13H29N3O5P at a distorted geometry, with the ωB97M-V functional and the def2-TZVPD basis.

Charge: -1
LUMO level in eV: 2.12
Gap between HOMO and LUMO in hartree: 0.195
DFT total energy in eV: -37950.23608

CARTESIAN COORDINATES (ANGSTROEM)
C (1.954, 1.873, -3.327)
C (0.732, 1.282, -4.061)
P (-0.806, 1.483, -3.030)
C (-1.725, -0.074, -3.430)
C (-1.792, 2.900, -3.817)
O (-1.880, 3.874, -3.049)
O (-2.240, 2.751, -4.964)
H (2.492, 1.086, -2.802)
H (2.626, 2.374, -4.024)
H (1.627, 2.602, -2.589)
H (0.860, 0.208, -4.200)
H (0.612, 1.735, -5.045)
H (-2.349, -0.307, -2.572)
H (-0.998, -0.881, -3.511)
H (-2.315, 0.013, -4.343)
C (0.251, 3.950, 0.123)
C (1.418, 3.163, 0.666)
O (2.574, 3.369, 0.321)
N (1.142, 2.199, 1.585)
C (-0.149, 1.796, 2.100)
H (0.616, 4.671, -0.600)
H (-0.461, 3.293, -0.382)
H (-0.252, 4.484, 0.933)
H (1.949, 1.698, 1.922)
H (-0.181, 1.937, 3.185)
H (-0.314, 0.740, 1.885)
H (-0.942, 2.379, 1.644)
C (1.787, -1.334, 5.361)
C (2.069, -0.176, 4.431)
O (1.970, -0.280, 3.223)
N (2.438, 1.006, 4.998)
C (2.602, 1.316, 6.404)
H (1.506, -2.192, 4.757)
H (2.672, -1.587, 5.946)
H (0.967, -1.096, 6.039)
H (2.610, 1.741, 4.328)
H (1.926, 2.121, 6.696)
H (3.626, 1.637, 6.604)
H (2.387, 0.445, 7.014)
C (-3.727, -4.124, -1.463)
C (-2.311, -3.637, -1.682)
O (-1.959, -2.516, -1.379)
N (-1.429, -4.513, -2.248)
C (-1.666, -5.875, -2.678)
H (-4.296, -3.317, -1.015)
H (-4.193, -4.400, -2.410)
H (-3.743, -4.986, -0.794)
H (-0.507, -4.126, -2.371)
H (-1.012, -6.565, -2.141)
H (-1.467, -5.977, -3.747)
H (-2.696, -6.160, -2.491)

***

[3]
Computed, not measured: 2 unconnected molecules or ions with the total composition H4O2, with the ωB97M-V functional and the def2-TZVPD basis.

LUMO level in eV: 0.55
Energy above the lowest of the compared OMol25 structures with the same formula, charge and spin in eV: 0.114
Gap between HOMO and LUMO in hartree: 0.409
DFT total energy in eV: -4159.82491

CARTESIAN COORDINATES (ANGSTROEM)
O (-0.405, 1.551, -0.332)
H (-0.087, 0.651, -0.276)
H (-1.327, 1.497, -0.078)
O (0.453, -0.899, 0.096)
H (1.349, -1.055, 0.395)
H (0.016, -1.744, 0.196)

***

[4]
Computed, not measured: 10 unconnected molecules or ions with the total composition C20H65N5O10 at a distorted geometry, with the ωB97M-V functional and the def2-TZVPD basis.

LUMO level in eV: 0.26
Energy above the lowest of the compared OMol25 structures with the same formula, charge and spin in eV: 0.317
Gap between HOMO and LUMO in hartree: 0.340
DFT total energy in eV: -49718.03800

CARTESIAN COORDINATES (ANGSTROEM)
C (30.541, 5.008, -15.465)
O (29.781, 4.230, -16.371)
C (30.510, 3.818, -17.487)
C (29.607, 3.389, -18.629)
C (28.627, 2.307, -18.193)
N (30.433, 2.872, -19.759)
H (31.561, 4.622, -15.377)
H (30.040, 4.936, -14.502)
H (30.582, 6.061, -15.760)
H (31.169, 4.621, -17.868)
H (31.210, 2.997, -17.249)
H (28.992, 4.206, -19.014)
H (27.970, 2.720, -17.425)
H (29.130, 1.426, -17.786)
H (27.974, 1.999, -19.010)
H (31.155, 3.558, -19.950)
H (30.848, 2.012, -19.411)
C (26.272, 2.135, -24.740)
O (26.436, 2.038, -26.133)
C (25.217, 1.938, -26.817)
C (25.479, 1.980, -28.304)
C (24.170, 2.002, -29.106)
N (26.307, 0.834, -28.762)
H (26.057, 1.137, -24.329)
H (25.392, 2.743, -24.500)
H (27.166, 2.503, -24.254)
H (24.747, 0.961, -26.595)
H (24.466, 2.671, -26.488)
H (26.043, 2.881, -28.563)
H (23.360, 2.495, -28.555)
H (23.855, 0.975, -29.293)
H (24.266, 2.569, -30.029)
H (27.286, 1.078, -28.623)
H (26.221, 0.096, -28.060)
C (23.580, 7.990, -23.224)
O (24.871, 7.625, -23.635)
C (25.771, 7.414, -22.577)
C (25.502, 6.135, -21.800)
C (26.459, 5.977, -20.658)
N (25.668, 4.990, -22.745)
H (23.015, 7.122, -22.868)
H (23.069, 8.399, -24.100)
H (23.565, 8.801, -22.486)
H (26.771, 7.347, -23.019)
H (25.781, 8.285, -21.905)
H (24.444, 6.169, -21.507)
H (27.504, 5.974, -20.966)
H (26.255, 5.049, -20.113)
H (26.316, 6.760, -19.905)
H (25.053, 5.143, -23.540)
H (25.306, 4.153, -22.287)
C (22.954, 0.461, -24.250)
O (22.727, -0.061, -25.542)
C (23.413, -1.294, -25.737)
C (23.248, -1.745, -27.167)
C (21.769, -1.732, -27.564)
N (23.826, -3.117, -27.235)
H (22.228, 0.048, -23.539)
H (22.725, 1.529, -24.319)
H (23.977, 0.377, -23.879)
H (24.477, -1.187, -25.482)
H (23.027, -2.035, -25.020)
H (23.792, -1.094, -27.852)
H (21.176, -2.163, -26.756)
H (21.614, -2.286, -28.489)
H (21.445, -0.700, -27.700)
H (24.218, -3.249, -28.164)
H (23.053, -3.778, -27.238)
C (21.738, 5.221, -20.201)
O (22.054, 4.041, -19.510)
C (23.423, 3.982, -19.140)
C (23.611, 2.803, -18.209)
C (25.064, 2.706, -17.782)
N (23.230, 1.519, -18.885)
H (20.789, 5.096, -20.719)
H (22.479, 5.428, -20.989)
H (21.696, 6.074, -19.516)
H (24.035, 3.874, -20.049)
H (23.702, 4.915, -18.627)
H (22.977, 2.935, -17.331)
H (25.474, 3.660, -17.431)
H (25.698, 2.423, -18.628)
H (25.204, 1.995, -16.969)
H (23.967, 1.439, -19.590)
H (22.413, 1.774, -19.440)
O (28.563, 1.474, -21.534)
H (29.052, 2.154, -21.033)
H (29.170, 0.733, -21.597)
O (25.360, -0.382, -19.730)
H (24.571, -0.138, -19.230)
H (25.589, -1.269, -19.438)
O (28.576, 4.311, -22.899)
H (28.423, 3.373, -22.743)
H (27.710, 4.707, -22.704)
O (26.084, -1.056, -22.447)
H (26.447, -1.938, -22.333)
H (25.965, -0.715, -21.548)
O (25.665, 1.953, -21.533)
H (25.437, 1.030, -21.668)
H (26.613, 1.935, -21.336)